13
Properties=species:S:1:pos:R:3:lowdin_charge:R:1 method="wB97M-V/def2-TZVPD" homo_energy_ev=-10.02 homo_lumo_gap_ev=10.942 smiles="[H]/N=C/O[C@@]1(N)CO1" de_lowest_kj_mol=291.6
H -3.036 1.601 -0.211 0.053
N -2.305 1.198 -0.794 0.138
C -1.660 0.354 -0.118 -0.293
O -0.688 -0.376 -0.735 0.026
C 0.548 -0.443 -0.102 -0.610
N 1.269 -1.506 -0.671 0.150
C 1.193 0.752 0.423 -0.031
O 0.549 -0.209 1.295 -0.004
H -1.793 0.098 0.937 0.139
H 0.757 -2.379 -0.604 0.099
H 2.186 -1.606 -0.258 0.096
H 0.703 1.723 0.320 0.121
H 2.277 0.793 0.517 0.117


73
Properties=species:S:1:pos:R:3:lowdin_charge:R:1 method="wB97M-V/def2-TZVPD" multiplicity=2 homo_energy_ev="-6.40 / -6.40" homo_lumo_gap_ev="6.148 / 5.551" de_lowest_kj_mol=199.7
Ru -0.281 0.590 0.621 1.048
N 1.621 0.823 1.387 -0.105
C 2.609 1.890 1.052 -0.189
C 2.370 2.633 -0.263 -0.198
C 1.600 3.938 -0.106 -0.189
C 0.319 3.809 0.692 -0.244
N -0.597 2.756 0.190 -0.085
H 1.557 0.779 2.439 -0.070
H 2.043 -0.079 1.170 0.089
H 3.589 1.415 1.026 0.122
H 2.629 2.586 1.893 0.114
H 1.842 1.984 -0.961 0.056
H 3.333 2.847 -0.732 0.115
H 1.395 4.366 -1.093 0.112
H 2.228 4.664 0.418 0.122
H -0.200 4.769 0.702 0.120
H 0.541 3.565 1.727 0.072
H -0.858 2.958 -0.771 0.074
H -1.453 2.823 0.745 0.028
O -2.877 -0.232 0.710 -0.184
C -3.598 -0.595 -0.432 -0.187
C -2.825 -0.153 -1.648 -0.232
C -3.261 -0.537 -2.912 -0.008
C -2.598 -0.064 -4.025 -0.041
C -1.512 0.781 -3.843 -0.049
C -1.129 1.078 -2.553 -0.154
N -1.761 0.625 -1.464 0.071
H -3.443 -0.058 1.468 0.073
H -4.581 -0.112 -0.458 0.139
H -3.756 -1.678 -0.483 0.124
H -4.115 -1.196 -3.005 0.123
H -2.920 -0.346 -5.019 0.114
H -0.962 1.186 -4.681 0.109
H -0.257 1.699 -2.374 0.094
O -0.543 5.904 5.211 -0.072
C -0.382 4.780 4.812 -1.039
S 0.987 3.746 5.238 0.938
C 0.549 2.303 4.317 -1.195
C -0.583 2.422 3.574 -1.096
S -1.426 1.249 2.584 0.644
S -1.488 3.943 3.715 0.909
S 1.631 0.981 4.488 0.494
C 2.155 0.180 -3.367 -0.036
C 1.580 -0.962 -2.572 -0.268
C 1.597 -2.252 -3.081 -0.023
C 1.089 -3.302 -2.323 -0.263
C 1.126 -4.713 -2.850 -0.046
C 0.555 -3.066 -1.066 -0.006
C 0.503 -1.774 -0.504 -0.273
C 1.041 -0.747 -1.309 -0.066
N -0.044 -1.396 0.715 -0.091
C -0.380 -2.447 1.717 -0.590
C 0.877 -3.279 2.030 -0.034
C -1.575 -3.314 1.277 -0.031
C -0.797 -1.822 3.041 -0.108
H 2.770 -0.189 -4.186 0.081
H 2.777 0.827 -2.746 0.073
H 1.368 0.800 -3.804 0.060
H 2.030 -2.444 -4.055 0.112
H 1.505 -4.743 -3.871 0.073
H 0.131 -5.160 -2.844 0.081
H 1.770 -5.342 -2.233 0.084
H 0.186 -3.919 -0.525 0.086
H 1.114 0.276 -0.934 0.038
H 1.266 -3.846 1.189 0.063
H 0.653 -3.981 2.834 0.088
H 1.664 -2.611 2.387 0.089
H -1.421 -3.910 0.384 0.061
H -2.432 -2.662 1.109 0.060
H -1.832 -3.997 2.089 0.089
H -0.035 -1.153 3.440 0.026
H -0.958 -2.628 3.760 0.090
H -1.724 -1.265 2.944 0.017


35
Properties=species:S:1:pos:R:3:lowdin_charge:R:1 method="wB97M-V/def2-TZVPD" charge=+2 homo_energy_ev=-15.73 homo_lumo_gap_ev=6.404 de_lowest_kj_mol=16.3
W -2.358 0.208 0.519 0.603
O -2.327 -1.945 -2.944 0.240
C -1.912 -1.611 -1.899 -0.541
O -2.580 -0.638 -1.132 -0.320
C -0.650 -2.084 -1.204 -0.162
P -0.080 -0.684 -0.200 0.951
C 0.168 0.690 -1.297 -0.379
C 0.266 0.561 -2.683 -0.044
C 0.193 1.697 -3.471 -0.009
C -0.007 2.949 -2.891 -0.010
C -0.111 3.082 -1.514 -0.042
C -0.022 1.952 -0.712 -0.169
C 1.229 -1.060 0.925 -0.414
C 1.119 -2.177 1.761 -0.099
C 2.131 -2.443 2.664 -0.036
C 3.236 -1.600 2.738 -0.018
C 3.340 -0.490 1.910 -0.032
C 2.337 -0.210 0.997 -0.062
H 0.082 -2.424 -1.936 0.130
H -0.893 -2.928 -0.552 0.122
H 0.412 -0.405 -3.150 0.124
H 0.289 1.605 -4.545 0.131
H -0.074 3.825 -3.522 0.130
H -0.244 4.059 -1.070 0.127
H -0.027 2.055 0.369 0.077
H 0.261 -2.838 1.709 0.113
H 2.065 -3.310 3.307 0.126
H 4.026 -1.817 3.444 0.128
H 4.209 0.151 1.967 0.126
H 2.427 0.641 0.334 0.114
S -3.170 2.350 0.636 0.181
Sb -3.522 1.248 2.837 0.335
S -1.201 0.333 2.494 0.183
S -4.125 -0.804 1.492 0.229
S -4.488 2.062 4.617 0.169


32
Properties=species:S:1:pos:R:3:lowdin_charge:R:1 method="wB97M-V/def2-TZVPD" homo_energy_ev="-6.41 / -6.41" homo_lumo_gap_ev="5.917 / 5.923" de_lowest_kj_mol=670.3
C 0.053 0.757 -2.151 -0.106
C 1.139 0.607 -1.368 -0.313
C 1.374 0.190 1.010 -0.447
C 2.584 0.753 -1.956 0.001
C -1.720 -1.654 -2.768 -0.146
C 2.323 -0.584 4.155 -0.071
C -1.348 1.201 2.922 -0.029
C -1.329 0.635 -1.689 -0.275
C -2.233 -0.246 -2.552 -0.279
C 0.206 -0.664 3.215 -0.167
N 0.980 0.193 -0.093 -0.042
O 1.011 0.028 3.929 -0.095
O -1.005 -0.173 2.840 -0.036
I 2.687 1.961 1.762 0.404
H 0.143 1.104 -3.272 0.156
H 3.221 1.065 -1.246 -0.003
H 2.445 1.270 -2.832 0.050
H 3.023 -0.109 -2.277 0.049
H -0.696 -1.738 -3.051 0.049
H -2.280 -2.316 -3.359 0.035
H -1.636 -2.334 -1.773 0.119
H 3.016 0.300 3.912 0.013
H 2.619 -1.551 3.651 0.116
H 2.363 -0.797 5.317 0.128
H -0.777 1.911 3.664 0.150
H -2.327 1.213 3.139 0.052
H -1.169 1.581 1.959 0.073
H -1.404 0.393 -0.552 0.123
H -1.786 1.699 -1.547 0.135
H -2.295 0.078 -3.675 0.133
H -3.225 -0.119 -1.965 0.127
H 0.559 -1.421 2.646 0.097


10
Properties=species:S:1:pos:R:3:lowdin_charge:R:1 method="wB97M-V/def2-TZVPD" homo_energy_ev=-8.96 homo_lumo_gap_ev=9.531 smiles=Oc1ccn[nH]1 de_lowest_kj_mol=244.5
O 1.083 -1.047 -1.326 0.085
C 0.404 -0.333 -0.407 -0.389
C -0.897 -0.339 0.048 -0.048
C -0.842 0.622 1.106 -0.222
N 0.278 1.294 1.178 0.032
N 1.053 0.623 0.288 0.032
H 0.475 -1.684 -1.729 0.121
H -1.693 -1.025 -0.230 0.102
H -1.884 1.011 0.874 0.126
H 2.023 0.877 0.196 0.160


219
Properties=species:S:1:pos:R:3:lowdin_charge:R:1 method="wB97M-V/def2-TZVPD" homo_energy_ev=-7.84 homo_lumo_gap_ev=8.333 de_lowest_kj_mol=0.0
O 0.995 2.944 1.553 -0.081
H 1.011 3.045 2.510 -0.008
H 0.602 2.065 1.308 0.010
C -3.467 -1.629 -0.767 -0.150
O -4.040 -2.476 -1.776 -0.134
H -3.763 -1.969 0.229 0.074
H -2.392 -1.764 -0.932 0.068
H -3.650 -0.558 -0.931 0.074
H -4.995 -2.434 -1.643 0.077
C -2.720 2.997 -6.761 -0.177
O -2.339 1.767 -6.221 -0.122
H -2.955 3.018 -7.833 0.074
H -3.607 3.355 -6.204 0.082
H -1.892 3.718 -6.680 0.073
H -1.408 1.629 -6.385 0.064
C -0.865 -5.584 4.196 -0.170
O -2.272 -5.759 4.267 -0.115
H -0.330 -6.339 3.618 0.073
H -0.578 -4.580 3.905 0.054
H -0.486 -5.752 5.208 0.081
H -2.499 -5.942 3.347 0.067
C 3.422 0.331 0.851 -0.144
O 4.043 -0.909 0.567 -0.130
H 4.068 0.865 1.540 0.084
H 3.169 1.005 0.027 0.063
H 2.440 0.136 1.302 0.058
H 3.495 -1.372 -0.082 0.034
C -2.998 -6.306 -1.095 -0.105
O -2.326 -6.151 0.157 -0.223
C -1.477 -4.967 0.257 -0.159
C -0.111 -5.017 -0.437 -0.191
N 0.864 -5.881 0.191 -0.038
C 0.550 -7.275 0.437 -0.185
C 0.212 -7.996 -0.843 -0.245
O 1.156 -7.665 -1.799 -0.182
C 0.879 -8.238 -3.050 -0.117
H -3.562 -7.255 -1.052 0.093
H -2.297 -6.442 -1.932 0.072
H -3.707 -5.478 -1.224 0.083
H -1.372 -4.872 1.350 0.112
H -2.009 -4.094 -0.080 0.095
H 0.289 -3.988 -0.500 0.107
H -0.304 -5.255 -1.493 0.111
H 1.837 -5.727 0.003 0.076
H -0.354 -7.302 1.013 0.093
H 1.302 -7.736 1.069 0.109
H -0.785 -7.664 -1.152 0.093
H 0.157 -9.083 -0.705 0.129
H 0.003 -7.735 -3.516 0.091
H 0.675 -9.321 -3.070 0.090
H 1.739 -7.977 -3.664 0.085
C 3.250 2.509 -2.786 -0.125
O 2.931 1.364 -3.511 -0.207
C 3.403 1.451 -4.831 -0.246
C 3.095 0.120 -5.451 -0.198
N 1.660 -0.239 -5.460 -0.035
C 1.245 -1.456 -6.123 -0.217
C -0.238 -1.612 -6.008 -0.262
O -0.559 -1.606 -4.660 -0.209
C -1.915 -1.896 -4.438 -0.095
H 2.850 3.461 -3.205 0.087
H 4.354 2.621 -2.738 0.099
H 2.839 2.458 -1.769 0.079
H 4.481 1.591 -4.828 0.121
H 2.954 2.266 -5.410 0.130
H 3.680 -0.578 -4.814 0.118
H 3.519 0.115 -6.460 0.122
H 1.239 -0.127 -4.540 0.074
H 1.686 -2.362 -5.686 0.119
H 1.468 -1.465 -7.184 0.120
H -0.485 -2.541 -6.511 0.121
H -0.786 -0.832 -6.566 0.127
H -2.296 -2.756 -5.006 0.096
H -2.624 -1.081 -4.678 0.099
H -1.987 -2.070 -3.373 0.067
C -0.794 1.582 -3.195 -0.056
O -1.302 1.226 -1.902 -0.203
C -1.413 2.312 -1.027 -0.207
C -1.763 1.656 0.321 -0.184
N -0.739 0.665 0.741 -0.036
C -1.129 -0.127 1.957 -0.140
C -0.008 -1.005 2.559 -0.210
O 0.335 -1.952 1.579 -0.184
C 1.390 -2.828 1.980 -0.082
H -0.965 0.739 -3.852 0.065
H 0.277 1.824 -3.137 0.083
H -1.302 2.471 -3.589 0.083
H -2.219 2.944 -1.394 0.111
H -0.491 2.883 -1.003 0.110
H -2.733 1.177 0.229 0.094
H -1.862 2.462 1.042 0.106
H -0.700 0.051 -0.072 0.078
H -1.978 -0.780 1.738 0.104
H -1.538 0.577 2.696 0.092
H -0.388 -1.532 3.426 0.104
H 0.836 -0.441 2.917 0.093
H 2.370 -2.420 1.744 0.071
H 1.264 -3.788 1.475 0.064
H 1.382 -3.042 3.046 0.075
C 0.257 5.570 -2.476 -0.061
O -0.275 6.500 -3.462 -0.194
C -1.435 6.061 -4.123 -0.246
C -1.855 7.143 -5.100 -0.210
N -0.734 7.382 -6.062 -0.035
C -1.058 8.561 -6.906 -0.210
C -1.120 9.888 -6.233 -0.268
O 0.115 10.150 -5.614 -0.186
C 0.096 11.302 -4.787 -0.101
H -0.524 5.377 -1.731 0.080
H 1.076 6.083 -1.986 0.086
H 0.612 4.621 -2.895 0.069
H -2.243 5.779 -3.405 0.125
H -1.215 5.202 -4.758 0.103
H -2.155 8.029 -4.523 0.108
H -2.759 6.893 -5.687 0.118
H 0.043 7.651 -5.448 0.097
H -1.922 8.282 -7.525 0.121
H -0.219 8.696 -7.608 0.119
H -1.897 9.963 -5.466 0.108
H -1.362 10.692 -6.940 0.125
H -0.164 12.201 -5.324 0.081
H 1.102 11.364 -4.416 0.082
H -0.574 11.197 -3.911 0.096
C 1.339 -1.626 -1.959 -0.071
O 2.314 -2.437 -1.371 -0.218
C 2.892 -3.331 -2.264 -0.235
C 4.149 -3.853 -1.643 -0.208
N 3.824 -4.392 -0.334 -0.040
C 4.971 -4.739 0.501 -0.173
C 4.582 -5.748 1.608 -0.231
O 3.658 -5.100 2.426 -0.218
C 3.214 -5.974 3.462 -0.091
H 0.668 -2.181 -2.625 0.085
H 1.871 -0.902 -2.621 0.087
H 0.816 -0.985 -1.226 0.091
H 3.162 -2.814 -3.180 0.115
H 2.236 -4.172 -2.545 0.134
H 4.861 -3.025 -1.611 0.123
H 4.599 -4.637 -2.291 0.135
H 3.490 -3.558 0.168 0.081
H 5.443 -3.873 0.976 0.120
H 5.708 -5.196 -0.156 0.114
H 5.446 -6.081 2.200 0.120
H 4.091 -6.662 1.262 0.117
H 2.590 -6.781 3.059 0.080
H 2.712 -5.338 4.176 0.081
H 4.033 -6.464 4.007 0.089
C 8.666 -1.600 5.190 -0.094
O 7.295 -1.360 4.861 -0.193
C 6.533 -2.470 4.480 -0.245
C 5.117 -2.043 4.089 -0.196
N 4.496 -1.303 5.214 -0.031
C 3.106 -0.816 4.911 -0.191
C 2.705 0.187 5.957 -0.271
O 3.534 1.296 5.944 -0.185
C 3.206 2.194 7.020 -0.077
H 9.186 -2.128 4.385 0.082
H 8.867 -2.156 6.113 0.086
H 9.047 -0.601 5.247 0.078
H 6.420 -3.198 5.308 0.128
H 7.010 -2.915 3.610 0.113
H 4.525 -2.904 3.804 0.102
H 5.235 -1.442 3.190 0.108
H 5.035 -0.443 5.352 0.100
H 2.423 -1.663 4.865 0.107
H 3.070 -0.350 3.909 0.107
H 2.740 -0.336 6.919 0.126
H 1.682 0.541 5.807 0.100
H 3.887 3.035 6.915 0.087
H 3.405 1.677 7.972 0.095
H 2.184 2.578 6.941 0.069
C -5.292 1.209 4.116 -0.104
O -4.941 2.367 3.386 -0.169
C -5.438 2.273 2.096 -0.270
C -5.056 3.553 1.371 -0.202
N -5.540 3.550 -0.025 -0.075
C -5.091 4.702 -0.768 -0.232
C -5.908 4.932 -2.041 -0.219
O -5.152 5.900 -2.776 -0.211
C -5.778 6.249 -3.995 -0.114
H -4.830 1.223 5.110 0.084
H -4.915 0.301 3.648 0.070
H -6.367 1.140 4.287 0.091
H -6.528 2.154 2.026 0.124
H -5.036 1.389 1.555 0.121
H -3.975 3.738 1.418 0.115
H -5.498 4.389 1.939 0.123
H -6.583 3.563 -0.059 0.127
H -4.043 4.505 -1.053 0.113
H -5.200 5.658 -0.215 0.128
H -6.925 5.268 -1.899 0.115
H -5.915 3.988 -2.594 0.125
H -6.864 6.410 -3.847 0.089
H -5.618 5.444 -4.738 0.089
H -5.359 7.172 -4.367 0.076
C -3.703 -2.557 3.966 -0.088
O -3.191 -1.502 4.802 -0.235
C -2.334 -2.049 5.819 -0.192
C -1.882 -0.877 6.715 -0.197
N -1.100 0.138 6.059 -0.038
C -1.819 1.185 5.373 -0.222
C -0.877 2.121 4.658 -0.209
O -0.179 2.883 5.665 -0.209
C 0.521 3.984 5.136 -0.119
H -4.446 -2.090 3.326 0.071
H -4.210 -3.297 4.607 0.095
H -2.926 -3.009 3.336 0.078
H -1.545 -2.602 5.305 0.106
H -2.916 -2.746 6.404 0.114
H -1.251 -1.307 7.487 0.117
H -2.776 -0.514 7.247 0.123
H -0.550 0.591 6.791 0.111
H -2.498 1.794 5.998 0.132
H -2.466 0.706 4.643 0.084
H -1.473 2.796 4.019 0.128
H -0.126 1.585 4.059 0.107
H -0.087 4.497 4.396 0.085
H 1.481 3.621 4.717 0.092
H 0.729 4.696 5.943 0.093